Entry 1:
# C46H54FILaN11O2P3

A structure of composition C46H54FILaN11O2P3 in a non-equilibrium geometry (ωB97M-V/def2-TZVPD, the OMol25 dataset).

Cartesian coordinates (Å):
La1 -0.056 -0.650 1.479
I1 2.187 -1.948 3.171
F1 -1.475 -1.654 0.394
O1 2.572 2.042 3.915
C1 1.574 1.603 3.418
N1 0.655 1.184 2.825
O2 0.874 1.118 -0.419
H1 0.517 2.006 -0.282
H2 0.899 1.028 -1.426
N2 -1.209 -1.453 3.881
N3 -1.227 -2.645 3.060
H3 -2.024 -1.404 4.504
H4 -0.393 -1.531 4.495
H5 -2.100 -2.647 2.528
H6 -1.218 -3.501 3.626
N4 8.293 -7.473 -2.446
C2 7.387 -6.808 -2.231
C3 6.270 -5.975 -1.967
C4 5.035 -6.256 -2.552
C5 3.955 -5.432 -2.310
C6 4.091 -4.321 -1.480
C7 5.321 -4.051 -0.882
C8 6.404 -4.874 -1.121
N5 2.994 -3.476 -1.256
C9 1.932 -3.273 -2.095
C10 1.090 -2.427 -1.444
N6 1.610 -2.090 -0.229
C11 2.749 -2.741 -0.148
H7 4.933 -7.124 -3.187
H8 2.998 -5.662 -2.751
H9 5.437 -3.196 -0.236
H10 7.358 -4.669 -0.656
H11 1.872 -3.702 -3.072
H12 0.124 -2.082 -1.736
H13 3.378 -2.780 0.718
C12 2.362 2.720 -4.169
C13 1.497 1.518 -4.118
N7 0.904 1.019 -3.059
C14 0.166 -0.041 -3.496
C15 0.318 -0.190 -4.837
N8 1.170 0.807 -5.222
H14 2.602 3.044 -3.164
H15 1.843 3.531 -4.680
H16 3.280 2.512 -4.713
H17 -0.456 -0.589 -2.825
H18 -0.083 -0.898 -5.529
H19 1.477 0.992 -6.163
C16 5.024 2.848 1.551
N9 4.348 1.610 2.055
C17 5.397 0.560 2.250
N10 6.105 0.329 1.032
C18 6.724 1.552 0.555
N11 5.738 2.599 0.340
C19 4.877 2.326 -0.792
P1 3.863 0.748 -0.619
C20 3.305 1.171 1.110
C21 5.296 -0.308 0.016
H20 5.730 3.180 2.319
H21 4.265 3.619 1.393
H22 3.815 1.807 2.973
H23 4.925 -0.363 2.604
H24 6.094 0.921 3.012
H25 7.252 1.349 -0.379
H26 7.450 1.896 1.296
H27 5.487 2.272 -1.697
H28 4.182 3.163 -0.908
H29 2.826 0.272 1.505
H30 2.553 1.959 1.049
H31 5.933 -0.596 -0.826
H32 4.855 -1.211 0.446
C22 -4.108 1.061 0.581
P2 -2.259 1.235 0.359
C23 -2.147 3.053 0.646
C24 -1.208 3.542 1.548
C25 -1.127 4.899 1.821
C26 -1.987 5.786 1.197
C27 -2.928 5.307 0.299
C28 -3.004 3.956 0.019
C29 -2.358 1.161 -1.479
C30 -2.873 -0.006 -2.043
C31 -3.103 -0.088 -3.404
C32 -2.824 0.996 -4.222
C33 -2.261 2.138 -3.676
C34 -2.000 2.210 -2.318
P3 -4.660 0.632 2.311
C35 -6.469 0.961 2.146
C36 -7.009 2.006 1.402
C37 -8.373 2.241 1.403
C38 -9.220 1.454 2.162
C39 -8.692 0.426 2.926
C40 -7.332 0.187 2.922
C41 -4.768 -1.205 2.161
C42 -4.414 -1.956 3.276
C43 -4.499 -3.339 3.260
C44 -4.938 -3.987 2.118
C45 -5.325 -3.246 1.014
C46 -5.251 -1.866 1.037
H33 -4.493 0.339 -0.140
H34 -4.535 2.037 0.347
H35 -0.544 2.854 2.056
H36 -0.396 5.257 2.533
H37 -1.939 6.842 1.420
H38 -3.613 5.987 -0.184
H39 -3.732 3.605 -0.700
H40 -3.084 -0.861 -1.413
H41 -3.504 -0.999 -3.829
H42 -3.050 0.952 -5.278
H43 -2.026 2.978 -4.316
H44 -1.547 3.105 -1.914
H45 -6.377 2.658 0.815
H46 -8.777 3.048 0.807
H47 -10.282 1.645 2.166
H48 -9.345 -0.190 3.528
H49 -6.932 -0.613 3.528
H50 -4.098 -1.435 4.171
H51 -4.230 -3.910 4.137
H52 -4.996 -5.064 2.095
H53 -5.694 -3.747 0.131
H54 -5.599 -1.311 0.178

energy relative to the best compared isomer or geometry (same formula, charge and spin) = 0.3785 eV
orbital gap = 8.301 eV
total charge = +1
E_LUMO = -1.9 eV

Here are the Mulliken charges for atoms 1 to 99, given in e: number 1, La, carries 2.157; number 2, I, carries -0.467; number 3, F, carries -0.851; number 4, O, carries -0.825; number 5, C, carries 0.957; number 6, N, carries -0.533; number 7, O, carries 0.341; number 8, H, carries 0.080; number 9, H, carries 0.080; number 10, N, carries -0.478; number 11, N, carries -0.477; number 12, H, carries 0.253; number 13, H, carries 0.223; number 14, H, carries 0.033; number 15, H, carries 0.308; number 16, N, carries -0.474; number 17, C, carries 0.019; number 18, C, carries 0.504; number 19, C, carries -0.966; number 20, C, carries -0.571; number 21, C, carries 1.087; number 22, C, carries -0.114; number 23, C, carries -1.189; number 24, N, carries 0.202; number 25, C, carries -0.836; number 26, C, carries -1.063; number 27, N, carries 0.786; number 28, C, carries -1.312; number 29, H, carries 0.473; number 30, H, carries 0.443; number 31, H, carries 0.434; number 32, H, carries 0.451; number 33, H, carries 0.477; number 34, H, carries 0.884; number 35, H, carries 0.773; number 36, C, carries -1.308; number 37, C, carries 0.146; number 38, N, carries 0.344; number 39, C, carries -0.224; number 40, C, carries -1.464; number 41, N, carries 0.003; number 42, H, carries 0.066; number 43, H, carries 0.374; number 44, H, carries 0.443; number 45, H, carries 0.692; number 46, H, carries 0.499; number 47, H, carries 0.211; number 48, C, carries -0.785; number 49, N, carries 0.686; number 50, C, carries -0.728; number 51, N, carries 0.127; number 52, C, carries -0.981; number 53, N, carries 0.204; number 54, C, carries -1.076; number 55, P, carries 0.508; number 56, C, carries -1.304; number 57, C, carries -0.438; number 58, H, carries 0.348; number 59, H, carries 0.323; number 60, H, carries 0.473; number 61, H, carries 0.221; number 62, H, carries 0.337; number 63, H, carries 0.391; number 64, H, carries 0.320; number 65, H, carries 0.385; number 66, H, carries 0.431; number 67, H, carries -0.460; number 68, H, carries 1.039; number 69, H, carries 0.719; number 70, H, carries -0.161; number 71, C, carries -0.811; number 72, P, carries 0.904; number 73, C, carries 0.723; number 74, C, carries -0.476; number 75, C, carries -0.618; number 76, C, carries -0.632; number 77, C, carries -0.952; number 78, C, carries -0.636; number 79, C, carries 1.097; number 80, C, carries -0.745; number 81, C, carries -0.913; number 82, C, carries -0.775; number 83, C, carries -0.710; number 84, C, carries -0.263; number 85, P, carries 0.163; number 86, C, carries 0.863; number 87, C, carries -0.423; number 88, C, carries -0.645; number 89, C, carries -0.493; number 90, C, carries -0.700; number 91, C, carries -0.427; number 92, C, carries 0.532; number 93, C, carries -0.813; number 94, C, carries -0.758; number 95, C, carries -0.421; number 96, C, carries -0.867; number 97, C, carries -0.220; number 98, H, carries 0.567; number 99, H, carries -0.341


Entry 2:
# C14H22NO6

A cluster of 3 separate species, C14H22NO6 in total in a non-equilibrium geometry (ωB97M-V/def2-TZVPD, the OMol25 dataset).

Cartesian coordinates (Å):
C1 0.516 -0.141 -0.458
C2 0.625 -0.447 0.892
C3 1.562 0.274 1.880
C4 1.304 1.792 2.239
C5 2.550 1.938 3.207
N1 3.508 1.169 2.758
C6 3.090 0.454 1.512
H1 -0.508 0.026 -0.859
H2 1.406 -0.105 -1.129
H3 0.017 -1.308 1.296
H4 1.634 -0.203 2.883
H5 1.563 2.545 1.453
H6 0.290 1.816 2.687
H7 2.634 2.541 4.139
H8 4.403 1.106 3.239
H9 3.209 1.222 0.703
H10 3.675 -0.433 1.198
C7 -3.228 -5.577 -0.702
C8 -2.136 -4.599 -0.336
C9 -0.818 -5.247 -0.018
O1 -0.229 -4.307 0.885
C10 -1.252 -3.662 1.502
O2 -1.126 -2.959 2.457
O3 -2.434 -3.925 0.894
H11 -3.483 -6.214 0.147
H12 -4.138 -5.043 -0.979
H13 -2.928 -6.206 -1.541
H14 -2.029 -3.841 -1.120
H15 -0.193 -5.380 -0.901
H16 -0.919 -6.207 0.495
C11 -0.379 3.882 -0.514
C12 -0.932 4.041 -1.912
C13 -0.487 2.969 -2.869
O4 -0.535 3.643 -4.124
C14 -0.339 4.966 -3.869
O5 -0.120 5.783 -4.697
O6 -0.423 5.222 -2.533
H17 0.707 4.005 -0.505
H18 -0.786 4.653 0.144
H19 -0.632 2.904 -0.098
H20 -2.024 4.118 -1.881
H21 -1.152 2.105 -2.868
H22 0.540 2.631 -2.694

orbital gap = 7.462 eV
total charge = +1
E_LUMO = -4.8 eV

natural (NBO) charges in e: number 1, C, carries -0.389; number 2, C, carries -0.211; number 3, C, carries -0.238; number 4, C, carries -0.460; number 5, C, carries 0.288; number 6, N, carries -0.421; number 7, C, carries -0.243; number 8, H, carries 0.222; number 9, H, carries 0.212; number 10, H, carries 0.268; number 11, H, carries 0.227; number 12, H, carries 0.257; number 13, H, carries 0.277; number 14, H, carries 0.261; number 15, H, carries 0.454; number 16, H, carries 0.224; number 17, H, carries 0.261; number 18, C, carries -0.630; number 19, C, carries 0.063; number 20, C, carries -0.098; number 21, O, carries -0.494; number 22, C, carries 0.972; number 23, O, carries -0.597; number 24, O, carries -0.482; number 25, H, carries 0.228; number 26, H, carries 0.233; number 27, H, carries 0.228; number 28, H, carries 0.182; number 29, H, carries 0.210; number 30, H, carries 0.194; number 31, C, carries -0.629; number 32, C, carries 0.058; number 33, C, carries -0.093; number 34, O, carries -0.485; number 35, C, carries 0.962; number 36, O, carries -0.543; number 37, O, carries -0.490; number 38, H, carries 0.209; number 39, H, carries 0.235; number 40, H, carries 0.210; number 41, H, carries 0.192; number 42, H, carries 0.202; number 43, H, carries 0.175


Entry 3:
# C16H13F3NO5S2

A cluster of 2 separate species, C16H13F3NO5S2 in total in a non-equilibrium geometry (ωB97M-V/def2-TZVPD, the OMol25 dataset).

Cartesian coordinates (Å):
C1 1.161 3.012 -2.662
C2 0.167 2.999 -1.687
C3 0.506 3.042 -0.339
C4 1.844 2.945 0.014
S1 2.230 2.404 1.699
C5 2.634 0.646 1.616
C6 3.543 0.129 2.465
S2 1.551 -0.476 0.710
C7 2.554 -1.404 -0.493
C8 2.255 -1.212 -1.835
C9 3.204 -1.515 -2.816
C10 4.286 -2.330 -2.465
C11 4.423 -2.773 -1.145
C12 3.593 -2.263 -0.143
O1 1.082 -1.456 1.656
O2 0.619 0.298 -0.086
O3 3.396 3.118 2.164
O4 0.964 2.511 2.398
C13 2.836 3.200 -0.929
C14 2.498 3.150 -2.284
H1 0.886 2.939 -3.720
H2 -0.885 2.920 -1.955
H3 -0.267 3.075 0.420
H4 3.583 -0.951 2.623
H5 4.210 0.797 3.018
H6 1.317 -0.764 -2.111
H7 3.062 -1.129 -3.825
H8 4.982 -2.651 -3.245
H9 5.186 -3.516 -0.903
H10 3.739 -2.520 0.900
H11 3.861 3.364 -0.611
H12 3.277 3.188 -3.046
H13 -0.591 -0.117 2.667
N1 -1.352 -0.379 2.018
C15 -2.520 -0.694 2.561
C16 -3.503 -1.140 1.354
F1 -3.143 -0.651 0.133
F2 -3.469 -2.511 1.298
F3 -4.788 -0.763 1.570
O5 -2.971 -0.762 3.707

energy relative to the best compared isomer or geometry (same formula, charge and spin) = 1.0273 eV
orbital gap = 5.337 eV
total charge = -1
E_LUMO = 1.8 eV

natural (NBO) charges in e: number 1, C, carries -0.197; number 2, C, carries -0.206; number 3, C, carries -0.165; number 4, C, carries -0.228; number 5, S, carries 2.146; number 6, C, carries -0.600; number 7, C, carries -0.264; number 8, S, carries 2.161; number 9, C, carries -0.291; number 10, C, carries -0.171; number 11, C, carries -0.215; number 12, C, carries -0.208; number 13, C, carries -0.211; number 14, C, carries -0.200; number 15, O, carries -0.885; number 16, O, carries -0.900; number 17, O, carries -0.941; number 18, O, carries -0.894; number 19, C, carries -0.227; number 20, C, carries -0.234; number 21, H, carries 0.211; number 22, H, carries 0.227; number 23, H, carries 0.265; number 24, H, carries 0.228; number 25, H, carries 0.235; number 26, H, carries 0.252; number 27, H, carries 0.218; number 28, H, carries 0.212; number 29, H, carries 0.213; number 30, H, carries 0.225; number 31, H, carries 0.229; number 32, H, carries 0.212; number 33, H, carries 0.319; number 34, N, carries -0.913; number 35, C, carries 0.521; number 36, C, carries 0.883; number 37, F, carries -0.344; number 38, F, carries -0.360; number 39, F, carries -0.352; number 40, O, carries -0.749